Here is 2 unconnected molecules or ions with the total composition C6H10S at a distorted geometry from the Open Molecules 2025 dataset. Energies are from ωB97M-V/def2-TZVPD.

Geometry (Å):
1 C -1.667220 0.106092 0.203587
2 C -1.579492 -0.895119 -0.478920
3 C 1.496333 0.216254 -0.303229
4 C -2.266835 1.256593 0.730251
5 C -1.120891 -1.994443 -1.256468
6 C 2.011111 0.053342 1.146688
7 S 2.047922 1.711280 -0.882789
8 H 1.707729 1.460813 -2.259954
9 H -3.242494 1.012677 1.138734
10 H -2.552876 2.156950 0.055846
11 H -1.634546 1.566733 1.614149
12 H -1.531576 -1.618936 -2.273714
13 H -1.535053 -2.945972 -1.071842
14 H -0.028391 -2.168352 -1.264517
15 H 2.498505 0.863190 1.646615
16 H 2.745346 -0.717974 1.134304
17 H 1.301832 -0.294868 1.883489

Force components x, y, z for each atom (eV/Å):
C -0.6 -2.2 -2.6
C 1.0 1.1 2.3
C 1.0 0.3 1.1
C -0.6 3.3 1.8
C 0.0 0.9 -2.9
C -0.8 0.4 -0.5
S -0.8 -1.3 -1.7
H 0.3 0.7 1.8
H -0.2 -0.3 0.3
H 1.2 -1.5 0.7
H -0.8 0.4 -0.9
H 1.2 -1.3 0.9
H -1.0 -1.0 0.5
H -0.4 0.8 -0.1
H 0.4 1.1 0.0
H 0.6 -0.9 -0.4
H -0.8 -0.3 -0.3

Highest occupied orbital energy, eV: -8.36
HOMO-LUMO gap, eV: 8.66
Spin multiplicity: 1

---

Here is 2 unconnected molecules or ions with the total composition C2F3N2O3 at a distorted geometry from the Open Molecules 2025 dataset. Energies are from ωB97M-V/def2-TZVPD.

Geometry (Å):
1 C -0.613162 0.196341 1.053818
2 C 1.028447 -0.321114 0.761085
3 N -0.709261 0.727298 -1.164096
4 N -0.978350 0.255656 -2.118579
5 O -0.653368 1.355911 1.520454
6 O -1.490892 -0.634714 0.833645
7 O -1.287452 -0.374491 -3.031802
8 F 1.744125 0.655117 0.166685
9 F 1.343315 -1.434990 0.012555
10 F 1.616597 -0.425013 1.966236

Force components x, y, z for each atom (eV/Å):
C 0.5 0.6 1.3
C -1.0 1.3 0.1
N 0.7 2.1 0.4
N 0.3 0.1 1.5
O 0.7 -1.7 -0.6
O 0.4 -0.4 0.0
O -1.0 -1.7 -3.4
F 0.0 0.5 -0.5
F -0.7 0.3 0.8
F 0.2 -0.9 0.4

Highest occupied orbital energy, eV: -5.00
HOMO-LUMO gap, eV: 8.86
Spin multiplicity: 1
Net charge: -1

---

Here is 2 unconnected molecules or ions with the total composition C4H7NO2 from the Open Molecules 2025 dataset. Energies are from ωB97M-V/def2-TZVPD.

Geometry (Å):
1 O 0.084083 -1.866612 -0.764472
2 C 0.256026 -0.972233 0.298879
3 C 1.336560 0.072557 0.154441
4 N 1.038709 1.243042 0.555223
5 C -0.371002 1.279716 0.956968
6 C -0.945342 -0.063288 0.531309
7 O -2.090579 -0.377691 0.315001
8 H -0.874447 -2.008169 -0.837316
9 H 0.460930 -1.511354 1.242242
10 H 2.330809 -0.171203 -0.216865
11 H 0.106692 0.059867 -2.316567
12 H 0.026175 0.782213 -2.435617
13 H -0.891534 2.113173 0.475138
14 H -0.467081 1.419983 2.041637

Force components x, y, z for each atom (eV/Å):
O -0.1 0.0 0.0
C 0.0 0.1 0.2
C 0.0 0.1 0.0
N 0.0 -0.3 -0.1
C -0.1 0.1 0.0
C -0.4 -0.1 0.0
O 0.6 0.2 0.1
H 0.2 0.0 -0.1
H -0.1 0.0 -0.1
H -0.1 0.1 0.0
H 0.0 -0.2 0.0
H 0.0 0.2 -0.1
H 0.1 -0.1 0.1
H 0.0 0.0 -0.2

Highest occupied orbital energy, eV: -9.83
HOMO-LUMO gap, eV: 10.44
Spin multiplicity: 1

---

What did the second record say?
Here is 2 unconnected molecules or ions with the total composition C2F3N2O3 at a distorted geometry from the Open Molecules 2025 dataset. Energies are from ωB97M-V/def2-TZVPD.

Geometry (Å):
1 C -0.613162 0.196341 1.053818
2 C 1.028447 -0.321114 0.761085
3 N -0.709261 0.727298 -1.164096
4 N -0.978350 0.255656 -2.118579
5 O -0.653368 1.355911 1.520454
6 O -1.490892 -0.634714 0.833645
7 O -1.287452 -0.374491 -3.031802
8 F 1.744125 0.655117 0.166685
9 F 1.343315 -1.434990 0.012555
10 F 1.616597 -0.425013 1.966236

Force components x, y, z for each atom (eV/Å):
C 0.5 0.6 1.3
C -1.0 1.3 0.1
N 0.7 2.1 0.4
N 0.3 0.1 1.5
O 0.7 -1.7 -0.6
O 0.4 -0.4 0.0
O -1.0 -1.7 -3.4
F 0.0 0.5 -0.5
F -0.7 0.3 0.8
F 0.2 -0.9 0.4

Highest occupied orbital energy, eV: -5.00
HOMO-LUMO gap, eV: 8.86
Spin multiplicity: 1
Net charge: -1